{"formula": "C84H216N16O26", "method": "the ωB97M-V functional and the def2-TZVPD basis", "relative_energy_ev": 5.064, "lumo_energy_ev": 0.509, "total_charge": 0, "mol_weight_g_mol": 1866.7, "e_homo_ev": -8.40, "multiplicity": 1, "e_tot_ev": -167666.3234, "symbols": ["O", "O", "O", "O", "O", "O", "O", "O", "O", "O", "O", "O", "O", "O", "O", "O", "O", "O", "O", "O", "O", "O", "O", "O", "O", "O", "N", "N", "N", "N", "N", "N", "N", "N", "N", "N", "N", "N", "N", "N", "N", "N", "C", "C", "C", "C", "C", "C", "C", "C", "C", "C", "C", "C", "C", "C", "C", "C", "C", "C", "C", "C", "C", "C", "C", "C", "C", "C", "C", "C", "C", "C", "C", "C", "C", "C", "C", "C", "C", "C", "C", "C", "C", "C", "C", "C", "C", "C", "C", "C", "C", "C", "C", "C", "C", "C", "C", "C", "C", "C", "C", "C", "C", "C", "C", "C", "C", "C", "C", "C", "C", "C", "C", "C", "C", "C", "C", "C", "C", "C", "C", "C", "C", "C", "C", "C", "H", "H", "H", "H", "H", "H", "H", "H", "H", "H", "H", "H", "H", "H", "H", "H", "H", "H", "H", "H", "H", "H", "H", "H", "H", "H", "H", "H", "H", "H", "H", "H", "H", "H", "H", "H", "H", "H", "H", "H", "H", "H", "H", "H", "H", "H", "H", "H", "H", "H", "H", "H", "H", "H", "H", "H", "H", "H", "H", "H", "H", "H", "H", "H", "H", "H", "H", "H", "H", "H", "H", "H", "H", "H", "H", "H", "H", "H", "H", "H", "H", "H", "H", "H", "H", "H", "H", "H", "H", "H", "H", "H", "H", "H", "H", "H", "H", "H", "H", "H", "H", "H", "H", "H", "H", "H", "H", "H", "H", "H", "H", "H", "H", "H", "H", "H", "H", "H", "H", "H", "H", "H", "H", "H", "H", "H", "H", "H", "H", "H", "H", "H", "H", "H", "H", "H", "H", "H", "H", "H", "H", "H", "H", "H", "H", "H", "H", "H", "H", "H", "H", "H", "H", "H", "H", "H", "H", "H", "H", "H", "H", "H", "H", "H", "H", "H", "H", "H", "H", "H", "H", "H", "H", "H", "H", "H", "H", "H", "H", "H", "H", "H", "H", "H", "H", "H", "H", "H", "H", "H", "H", "H", "H", "H", "H", "H", "H", "H", "H", "H", "H", "H", "H", "H", "H", "H", "H", "H", "H", "H", "H", "H", "H", "H", "H", "H"], "positions_angstrom": [[-27.5287, 9.6922, 22.8171], [-31.2064, 10.6323, 25.3265], [-32.5150, 17.3959, 13.7842], [-35.3739, 13.0162, 19.9571], [-30.7846, 5.2116, 12.8014], [-27.9294, 8.4504, 11.2054], [-32.2862, 17.3591, 18.3753], [-35.5350, 18.9450, 21.2795], [-33.2970, 15.0736, 22.9203], [-30.8000, 9.3104, 14.6647], [-26.1796, 13.7576, 23.6971], [-28.8543, 13.4368, 13.8155], [-40.3438, 9.8373, 16.5672], [-26.0512, 17.1026, 20.1276], [-36.8024, 13.4648, 15.0122], [-33.7654, 2.2029, 10.5415], [-28.3380, 18.2651, 22.2002], [-35.3672, 7.4181, 14.3980], [-32.0494, 6.3584, 17.2983], [-39.7280, 14.6736, 11.9552], [-37.2888, 19.4372, 9.6520], [-38.8241, 5.4231, 19.8078], [-33.4612, 12.9847, 12.2663], [-28.4625, 14.7187, 10.2175], [-30.6225, 12.1497, 18.3507], [-37.7029, 13.6313, 24.7319], [-34.5090, 18.4281, 11.9001], [-39.8367, 7.8735, 19.1512], [-33.3797, 4.7992, 11.7557], [-35.0413, 17.6245, 19.0756], [-33.4156, 14.4472, 9.5550], [-25.8426, 14.2334, 20.4919], [-27.6800, 11.2281, 10.0179], [-32.1178, 10.1469, 16.9204], [-30.5919, 11.4322, 22.7565], [-28.4057, 15.9936, 13.0622], [-34.8202, 13.3730, 24.6951], [-35.4790, 10.6080, 22.7583], [-34.9132, 5.9020, 16.8541], [-37.9974, 15.7067, 13.9617], [-26.0147, 10.9917, 19.8404], [-28.5034, 15.4908, 22.6918], [-32.7243, 14.9239, 21.6421], [-25.6587, 14.8827, 19.2047], [-26.4969, 9.9557, 21.8769], [-40.6579, 9.0592, 18.8887], [-32.8060, 14.2271, 11.9919], [-36.4343, 14.7455, 15.4737], [-36.3985, 18.1920, 19.2002], [-32.5966, 11.8529, 12.1058], [-28.7575, 19.4575, 22.8903], [-28.6109, 13.3649, 10.4118], [-36.2291, 7.5868, 15.5244], [-38.4703, 19.7025, 10.4409], [-31.4170, 17.4591, 14.6172], [-34.8064, 3.1202, 10.7969], [-38.4392, 6.0119, 18.6085], [-39.5529, 6.9496, 18.1150], [-34.5403, 17.4610, 17.7144], [-36.9955, 12.6721, 25.5167], [-31.8225, 5.2751, 13.7344], [-27.3715, 12.6031, 10.2220], [-32.8356, 9.9889, 15.6732], [-29.0608, 16.0793, 21.4745], [-34.2540, 5.6022, 18.0994], [-29.7458, 12.6162, 19.4000], [-35.7771, 12.5537, 15.0256], [-37.7799, 4.7483, 20.4509], [-35.6920, 18.1476, 11.0428], [-27.4039, 15.2958, 13.8057], [-25.1949, 16.3514, 19.2813], [-28.5341, 7.2439, 10.7949], [-36.6760, 18.2373, 20.7413], [-32.3759, 14.3195, 10.5616], [-27.7318, 9.1986, 19.8433], [-26.9056, 8.8939, 10.3025], [-26.6047, 10.3874, 10.5159], [-33.3324, 16.5972, 17.7777], [-28.3154, 14.0324, 22.5304], [-35.4962, 7.2603, 16.8710], [-30.8454, 9.1515, 21.9295], [-27.0257, 9.2020, 23.9910], [-31.4870, 15.5538, 10.3411], [-31.3144, 10.2202, 22.9931], [-35.8163, 12.4049, 21.1772], [-32.9630, 5.6994, 12.8428], [-25.3536, 18.3423, 20.6159], [-35.7417, 10.0586, 20.3846], [-39.8842, 15.9540, 12.4474], [-33.0090, 6.4306, 18.3987], [-32.1359, 8.8657, 14.9084], [-35.9428, 7.6277, 13.1700], [-29.5396, 4.7210, 13.3853], [-31.2013, 9.6139, 24.3334], [-31.9172, 11.7008, 18.8257], [-27.5597, 13.3462, 23.6747], [-34.7146, 18.3418, 13.3344], [-32.7099, 14.0088, 23.6681], [-37.6201, 15.6099, 15.3707], [-39.0082, 13.2240, 24.4220], [-26.8360, 14.7086, 18.2899], [-39.6608, 10.8130, 15.7917], [-33.4812, 13.9129, 24.9345], [-25.4112, 13.1791, 24.6693], [-30.6646, 10.3591, 26.5863], [-30.8955, 7.0801, 17.6153], [-35.5724, 13.1100, 25.8835], [-35.8228, 14.3610, 19.8302], [-28.5740, 15.1296, 8.8229], [-33.1106, 2.2297, 9.2475], [-28.0501, 14.2388, 14.5891], [-27.1238, 10.3812, 20.5938], [-32.7695, 11.1570, 17.7388], [-40.8740, 13.9002, 12.0449], [-39.4338, 16.0884, 13.8944], [-40.0197, 10.1180, 17.9792], [-29.6274, 12.4570, 14.3916], [-33.4164, 18.4682, 14.1419], [-36.1103, 19.4660, 10.4718], [-26.6869, 16.2681, 14.7581], [-31.1383, 16.5290, 18.5409], [-35.1817, 11.0210, 21.3571], [-35.4553, 18.8138, 22.6976], [-29.4832, 17.5338, 21.7179], [-30.1535, 8.6678, 13.5921], [-34.4434, 3.8378, 12.0551], [-24.8227, 14.3547, 18.6591], [-32.2948, 8.0078, 15.5813], [-37.4556, 3.9055, 19.8482], [-33.2748, 11.1722, 11.5453], [-27.8920, 11.0835, 20.8271], [-35.2950, 19.8430, 9.8171], [-29.5213, 19.2801, 23.6106], [-27.3629, 8.8488, 9.2964], [-36.2472, 20.1978, 11.2831], [-35.3856, 19.1420, 13.5708], [-28.2967, 16.1639, 20.7289], [-28.5035, 8.7603, 20.5388], [-36.3375, 6.6838, 12.7907], [-29.3824, 12.9721, 9.7294], [-30.6916, 9.6969, 21.0315], [-35.3642, 4.3315, 12.3626], [-26.4700, 8.2413, 23.9183], [-36.2280, 7.2571, 17.6600], [-40.8972, 16.2791, 12.3433], [-29.7795, 9.6945, 26.4888], [-24.4045, 13.6810, 24.6446], [-35.0698, 12.3181, 26.4970], [-34.5719, 19.3956, 22.9774], [-30.5197, 7.6608, 13.5602], [-29.0965, 8.6304, 13.8356], [-41.3743, 13.9676, 13.0419], [-38.1894, 5.2705, 17.9001], [-32.4367, 1.3630, 9.1654], [-31.6306, 8.3350, 22.0278], [-35.2904, 16.8644, 17.1144], [-36.1619, 11.4946, 14.7954], [-25.8993, 9.0665, 21.7081], [-37.0885, 17.6860, 18.5381], [-29.9285, 13.6638, 19.6327], [-27.9380, 9.1607, 24.6015], [-33.7635, 17.7889, 11.7176], [-28.7412, 12.5231, 18.9269], [-36.8480, 11.7465, 24.9309], [-40.9105, 9.4923, 19.8187], [-26.9749, 13.6820, 18.0292], [-25.6907, 10.5444, 9.9507], [-30.3537, 7.3061, 16.7141], [-34.2931, 18.4059, 17.1000], [-25.3038, 12.0567, 24.5532], [-29.4382, 7.0034, 11.3614], [-33.9767, 4.5863, 18.2122], [-35.2203, 8.0168, 12.4481], [-36.8052, 9.9404, 20.6695], [-35.5331, 13.0253, 22.0182], [-33.5834, 10.6978, 18.2546], [-28.6324, 14.8120, 15.3139], [-35.6321, 14.0257, 26.4974], [-31.9173, 14.3834, 12.7138], [-31.6618, 14.2797, 23.8987], [-39.3859, 14.0489, 23.7944], [-39.2850, 19.3220, 9.8811], [-40.2048, 11.8235, 15.7988], [-31.8298, 10.8923, 19.6354], [-28.8180, 4.9336, 12.6195], [-32.6251, 6.7136, 12.4442], [-38.3810, 19.2562, 11.3994], [-28.9641, 15.3400, 12.5566], [-27.2390, 13.6837, 15.1200], [-35.4468, 13.9884, 24.1237], [-39.0039, 12.2388, 23.9122], [-35.2089, 17.7931, 23.0643], [-25.7520, 11.8339, 20.3130], [-30.6520, 16.4653, 17.5976], [-40.1587, 7.3264, 19.9436], [-36.5734, 17.7613, 11.5653], [-33.6148, 14.9501, 12.1684], [-35.6267, 15.1537, 14.8529], [-27.8031, 15.0692, 18.7852], [-29.7607, 17.9629, 20.7659], [-24.9667, 16.8104, 18.2684], [-30.7015, 12.1370, 23.4722], [-37.5640, 12.4408, 26.4347], [-27.7252, 14.8804, 8.1715], [-24.2164, 16.2472, 19.7113], [-41.5369, 8.7660, 18.3639], [-32.3769, 11.3720, 13.1088], [-34.9383, 12.8102, 14.3268], [-29.5812, 11.2584, 22.7268], [-41.6739, 14.1875, 11.3114], [-35.2640, 17.3883, 10.3207], [-40.4618, 6.3680, 17.9034], [-34.3918, 18.2229, 19.5619], [-24.9461, 14.3034, 20.9758], [-26.6519, 15.3062, 17.3875], [-35.1740, 17.3543, 13.6616], [-33.5455, 14.8556, 25.4614], [-38.1646, 4.4156, 21.4079], [-33.1395, 11.9832, 17.0531], [-25.8828, 13.2463, 25.6009], [-31.2080, 15.5270, 9.2948], [-25.8833, 15.7420, 15.3195], [-26.8102, 12.7615, 11.1457], [-27.9127, 6.3555, 10.9410], [-35.6383, 10.3865, 19.3725], [-31.2036, 8.0505, 17.9807], [-27.4924, 12.2690, 23.5737], [-31.3967, 9.9331, 27.2763], [-26.0675, 18.8519, 21.2035], [-36.9557, 5.3983, 20.5986], [-33.7544, 5.8867, 13.5326], [-31.7176, 17.7637, 15.7033], [-29.8763, 15.4378, 21.0298], [-30.2176, 6.6190, 18.3865], [-36.8319, 8.3880, 13.1448], [-33.8700, 15.3513, 9.4963], [-34.0966, 11.1280, 21.2326], [-26.9446, 8.4050, 19.6890], [-26.7179, 12.9950, 9.3768], [-36.8325, 14.5115, 20.1635], [-26.4728, 14.8212, 21.0236], [-33.8563, 2.0867, 8.4633], [-30.2705, 12.7620, 15.2541], [-31.6843, 12.0768, 11.5653], [-34.9942, 5.9010, 18.9286], [-28.9315, 11.7251, 14.7724], [-30.2762, 9.1505, 12.5882], [-33.8696, 9.7293, 15.9087], [-40.3649, 11.1072, 18.2227], [-28.0572, 13.5739, 24.5822], [-34.0984, 3.1847, 12.8529], [-32.9916, 15.6859, 20.9713], [-31.1468, 10.5173, 16.7861], [-36.0428, 14.6294, 16.5189], [-34.2775, 5.7241, 16.0976], [-27.4203, 16.6518, 15.4810], [-32.0461, 16.4508, 10.6893], [-31.7682, 13.3392, 10.3327], [-36.7191, 8.5810, 15.4672], [-32.8899, 19.4414, 13.9705], [-32.6488, 3.2597, 9.0731], [-27.9341, 13.7643, 21.5606], [-35.7245, 2.5250, 10.8450], [-38.3930, 15.0926, 15.9449], [-27.9169, 19.8548, 23.4385], [-32.5937, 8.6693, 13.8880], [-36.6391, 17.2254, 21.2249], [-39.1843, 7.5337, 17.2819], [-33.0587, 13.9701, 21.1674], [-35.4440, 12.4336, 16.0490], [-28.5860, 10.9619, 10.4628], [-38.6256, 10.8740, 16.1281], [-39.6551, 13.1416, 25.3171], [-29.4997, 5.2789, 14.3578], [-39.2427, 16.5986, 11.8650], [-30.5039, 15.5302, 10.7710], [-28.7893, 16.2185, 8.8135], [-31.6064, 14.8560, 21.7708], [-32.4820, 6.1104, 19.2497], [-30.2137, 12.0048, 13.5806], [-25.0656, 18.9860, 19.7232], [-36.3537, 19.1973, 23.1858], [-35.2244, 14.9910, 20.4357], [-37.5753, 6.6700, 18.8141], [-34.8948, 3.8657, 9.9915], [-31.8880, 8.7330, 24.4747], [-32.4704, 12.5585, 19.1519], [-30.4649, 17.0498, 19.2434], [-38.9572, 10.0052, 18.0965], [-39.6461, 10.4518, 14.7436], [-34.9048, 11.1302, 23.4202], [-37.4574, 16.6643, 15.6469], [-28.8264, 7.1665, 9.7206], [-29.9223, 8.6832, 22.2730], [-30.4075, 11.3527, 26.9921], [-40.0795, 15.5180, 14.6157], [-33.5650, 18.2786, 15.1722], [-27.6695, 16.0310, 22.9228], [-30.9025, 16.5404, 14.6828], [-26.5994, 14.8819, 13.2164], [-37.6107, 18.7846, 20.9043], [-28.2139, 9.4574, 18.8714], [-29.4729, 14.6636, 8.3867], [-26.1957, 17.0575, 14.2045], [-26.0432, 8.2675, 10.3952], [-28.9665, 13.2029, 11.4458], [-31.4034, 15.4874, 18.8682], [-32.8881, 10.9622, 15.1834], [-24.4256, 17.9856, 21.1328], [-32.5843, 4.2329, 11.4417], [-30.2036, 17.7071, 22.5124], [-29.2649, 13.6585, 22.4885], [-33.6514, 15.5930, 18.3418], [-32.8861, 13.2430, 25.5597], [-27.8819, 16.6352, 12.5316], [-30.1961, 9.0905, 24.3608], [-39.4067, 17.1112, 14.1661], [-33.3054, 7.4487, 18.4779], [-34.1813, 13.8051, 9.8210], [-32.7876, 13.0440, 23.1625], [-26.2872, 10.6107, 11.5624], [-35.2054, 9.1507, 20.4866], [-29.6029, 3.6427, 13.4943], [-35.1821, 9.6790, 22.8729], [-40.6401, 12.8755, 11.8511], [-36.8991, 12.3643, 21.2824], [-36.4987, 19.3064, 18.8620], [-26.3830, 9.9613, 24.4840], [-38.0335, 14.7690, 13.5755], [-37.0641, 6.8691, 15.4466], [-29.2060, 20.1151, 22.1699], [-30.7393, 18.2415, 14.3172], [-32.3975, 10.3682, 22.7452], [-29.7554, 11.9874, 20.3005], [-25.8085, 10.7567, 22.2868], [-31.8875, 4.2894, 14.2646], [-35.7143, 14.6515, 18.8074], [-33.0712, 16.2748, 16.7688], [-31.7126, 5.9571, 14.5843], [-38.6780, 20.7678, 10.5260], [-34.7279, 8.0513, 17.0318], [-26.3214, 11.2794, 18.9387]]}

=====

{"formula": "C5H11N2O2", "method": "the ωB97M-V functional and the def2-TZVPD basis", "relative_energy_ev": 2.123, "lumo_energy_ev": -3.000, "total_charge": 1, "mol_weight_g_mol": 131.2, "e_homo_ev": -12.82, "multiplicity": 1, "e_tot_ev": -12430.1169, "smiles": "CC1=C(O)[NH2+][C@H](O)NC1", "symbols": ["O", "O", "N", "N", "C", "C", "C", "C", "C", "H", "H", "H", "H", "H", "H", "H", "H", "H", "H", "H"], "positions_angstrom": [[0.9777, -1.5785, -1.5514], [-2.3321, -1.5312, 1.7129], [-1.0016, -1.3500, -0.4341], [-1.3740, 0.4167, 1.2370], [-0.3453, 1.2566, 0.5446], [-1.2035, -0.9274, 1.2578], [1.7783, 1.0371, -1.0550], [0.1593, -0.7209, -0.9060], [0.4989, 0.5249, -0.3955], [2.6880, 0.3870, -0.6602], [0.2257, 1.6400, 1.3160], [-1.0623, -2.3546, -0.5096], [2.0623, 2.1223, -0.9494], [-1.8257, -0.9211, -0.8378], [1.8070, -1.2411, -1.8303], [-0.2105, -1.2407, 1.6916], [-2.3422, 0.8121, 1.0037], [-2.3284, -2.0623, 2.6310], [1.7796, 0.9883, -2.1697], [-0.9715, 2.0928, 0.0336]]}

=====

In eV, the orbital gap values for the records above are, in order, 8.912 9.818.